Record 1
Below is a 10-piece molecular cluster, C21H51F2N7O19S2 overall at a distorted geometry, with properties calculated with ωB97M-V/def2-TZVPD.

Summary:
**Total charge**: +2
**Strongest force on any atom**: 7.5 eV Å⁻¹
**HOMO-LUMO gap**: 5.1885 eV
**HOMO energy**: -0.3884 Ha

Last column: Mulliken charge in e.
Positions of all 102 atoms, in Å:
N 0.95238 10.98962 -16.09152  -0.348
S 1.76516 10.14981 -17.10984  0.732
O 1.31896 10.14746 -18.50083  -0.501
O 2.56007 9.06774 -16.56731  -0.698
F 2.91706 11.25672 -17.28038  -0.425
S -0.40047 9.94304 -16.17303  0.429
O -0.20297 8.55220 -15.87538  -0.238
O -1.51768 10.25910 -17.02173  -0.111
F -0.96394 10.50518 -14.79022  -0.203
C 0.02304 8.01143 -9.74000  -1.145
C 0.41210 7.79326 -11.14630  0.549
O 1.12868 8.48381 -11.77527  -0.372
N -0.26679 6.62958 -11.85560  0.027
H 0.26503 5.76446 -11.76682  0.365
H -1.19878 6.53594 -11.44961  0.442
C -0.62198 6.98765 -13.29472  -0.926
H 0.04881 7.11449 -9.11806  0.404
H -0.98186 8.43961 -9.78849  0.274
H 0.76992 8.66102 -9.28980  0.341
H -1.47491 6.34725 -13.52986  0.471
H 0.15511 6.82646 -14.03115  0.389
H -1.04809 7.98598 -13.37206  0.122
C 3.12402 10.96585 -13.65258  -1.000
C 2.34672 12.02793 -12.95240  0.711
O 2.36648 12.24691 -11.79859  -0.450
N 1.31370 12.70822 -13.84833  0.740
H 1.77687 13.51948 -14.30316  0.529
H 0.98272 12.14517 -14.65114  -0.278
C 0.07894 13.05307 -13.06181  -1.016
H 3.62445 11.39869 -14.52183  0.419
H 2.45966 10.18304 -14.01999  0.085
H 3.83477 10.52708 -12.95863  0.396
H 0.31186 13.85648 -12.37025  0.490
H -0.41650 12.22061 -12.57453  0.303
H -0.62208 13.47254 -13.78395  0.379
C 1.34550 7.86284 -20.66500  -1.142
C 0.05153 7.53061 -19.96897  0.369
O -0.09072 7.41834 -18.80880  -0.373
N -1.05241 6.87142 -20.76194  0.047
H -0.90964 6.82039 -21.77422  0.439
H -0.89194 5.88042 -20.53260  0.440
C -2.40078 7.38647 -20.32538  -0.659
H 1.87564 6.99823 -21.06479  0.470
H 2.01940 8.43115 -20.03110  0.033
H 1.10019 8.55236 -21.48192  0.396
H -2.43053 8.37224 -19.86997  0.090
H -2.84378 6.70275 -19.60168  0.345
H -3.06869 7.37101 -21.18552  0.418
C -4.35082 10.03184 -15.85319  -0.558
C -4.27309 11.31805 -16.57081  0.667
O -4.58318 11.47570 -17.71015  -0.534
N -3.66338 12.46988 -15.77650  0.344
H -4.38610 13.17890 -15.65503  0.397
H -3.41902 11.97093 -14.89536  0.177
C -2.56741 13.20898 -16.51003  -0.884
H -5.21341 10.02288 -15.18488  0.452
H -3.42414 9.87981 -15.29497  -0.067
H -4.37282 9.19559 -16.54873  0.156
H -2.42995 14.25516 -16.24257  0.375
H -2.91142 13.24859 -17.54102  0.541
H -1.63542 12.67623 -16.39057  -0.137
C -1.40591 11.65402 -20.13795  0.300
C -2.22938 12.84683 -20.52959  0.047
O -2.35178 13.82739 -19.90298  -0.395
N -2.73203 12.91447 -21.97526  -0.102
H -2.65853 12.01185 -22.44247  0.394
H -3.72752 13.15063 -21.97103  0.415
C -1.88178 13.88672 -22.82237  -0.821
H -1.80411 11.14594 -19.25789  -0.434
H -0.42079 12.03914 -19.85433  0.035
H -1.18195 10.94838 -20.94099  0.455
H -0.93620 13.37136 -22.94943  0.330
H -1.87406 14.85156 -22.32921  0.346
H -2.42184 13.91485 -23.76600  0.391
C 4.55852 11.39286 -20.12607  -0.593
C 5.89330 10.91086 -19.57889  0.347
O 6.24384 10.98202 -18.46480  -0.379
N 6.82286 10.21061 -20.57362  -0.110
H 7.21654 9.37793 -20.13054  0.396
H 6.27323 9.95097 -21.39206  0.371
C 7.89519 11.20115 -20.97202  -0.801
H 4.67310 11.99631 -21.02437  0.453
H 4.14799 12.08150 -19.38380  0.210
H 3.86663 10.55188 -20.05418  0.084
H 8.29967 11.66112 -20.07315  0.360
H 7.44692 11.97908 -21.58511  0.327
H 8.72496 10.74501 -21.50560  0.361
O -2.89508 7.28910 -17.07794  -0.313
C -2.81581 6.13256 -16.30296  0.794
O -3.88516 5.59288 -15.97259  -0.744
O -1.64874 5.76063 -15.96638  -0.726
H -1.90824 7.26171 -17.18801  0.062
O 0.33026 13.12467 -17.54935  0.077
C 0.87384 14.26552 -17.00717  0.429
O 1.87154 14.14534 -16.23409  -0.799
O 0.29468 15.34042 -17.27062  -0.718
H 0.78393 12.44921 -17.02241  0.297
O -2.68825 10.21602 -11.82315  -0.450
C -2.56750 11.52967 -12.15646  0.520
O -2.85181 11.88481 -13.34388  -0.692
O -2.11428 12.31062 -11.30314  -0.687
H -2.34067 10.27021 -10.91353  0.276

Forces on the atoms, in the same order (eV/Å):
-3.3 -3.3 -0.7
7.0 0.6 -2.6
-0.7 -1.0 1.3
-1.7 0.5 -0.9
0.1 0.2 0.2
-3.6 0.3 4.0
1.0 1.1 -0.9
1.4 0.4 -0.9
0.4 0.0 -0.1
0.3 -0.4 0.4
0.5 0.2 0.2
0.3 -0.1 -0.6
-0.8 1.4 -0.7
-0.1 -0.1 -0.1
0.2 -0.5 0.5
-1.1 -0.7 -0.6
-0.4 -0.2 -0.3
0.0 0.1 0.5
-0.4 0.5 -0.1
0.3 -0.3 -0.4
0.2 0.0 0.3
0.5 0.2 0.5
0.3 0.3 -0.3
-0.5 -1.5 -1.0
-0.1 0.8 0.6
-0.2 -0.1 1.0
-0.5 0.2 -0.4
0.9 -0.1 0.5
-0.1 1.5 -0.7
0.1 -0.1 0.0
-0.1 0.1 0.0
0.1 0.1 0.0
0.1 -0.3 0.2
0.6 -0.1 0.0
0.0 -0.1 0.0
-0.6 1.2 -0.9
2.3 -1.3 0.9
-0.4 0.7 0.6
0.1 -0.3 -0.6
-0.2 0.8 0.0
-0.7 0.1 0.5
-1.5 -0.9 -0.3
-0.4 -0.2 0.0
-0.3 -0.2 0.5
0.2 -0.2 -0.3
0.8 0.0 -0.1
0.3 0.1 0.2
0.2 0.0 -0.1
0.5 -0.4 0.4
0.2 -0.3 -1.0
0.1 0.7 -0.1
-0.5 -0.1 -1.0
-0.3 -0.3 0.6
0.7 1.0 1.3
-0.1 -0.3 -0.4
0.1 -0.1 0.1
-0.3 0.2 0.4
-0.4 0.2 -0.2
-0.3 -0.2 0.7
0.4 -0.3 -0.1
-0.1 0.0 -0.2
0.4 -0.1 -0.4
1.4 -0.3 0.5
-0.7 0.5 0.2
0.2 -0.2 -0.6
-0.1 -0.1 0.2
0.1 0.4 0.1
-1.3 -0.9 0.2
-0.1 0.1 0.0
-0.2 0.2 0.4
-0.5 -0.1 -0.1
0.3 0.5 0.1
0.3 0.0 0.0
0.3 0.3 -0.1
0.8 0.5 1.1
-1.7 0.5 0.3
0.7 -0.2 0.4
0.2 0.6 -0.4
0.1 0.0 0.0
0.2 -0.3 -0.1
0.4 0.3 0.1
-0.3 -0.7 -0.5
0.3 0.0 0.2
-0.1 0.0 -0.9
-0.1 -0.1 0.1
-0.1 -0.1 0.0
-0.3 -0.3 -0.1
2.0 -0.3 -0.7
-1.7 -2.6 2.4
0.6 0.9 -0.6
-0.1 1.0 -0.8
-0.6 1.2 -0.3
0.2 -0.5 -0.2
-0.3 3.7 0.7
-0.2 -1.3 0.0
0.2 -1.4 -0.3
-0.2 0.0 -0.6
0.3 -0.6 0.5
0.3 2.7 -1.1
-0.4 -1.0 0.1
-0.2 -1.0 0.3
-0.4 -0.3 -0.2


Record 2
Below is a 4-piece molecular cluster, C21H51F6O12P4 overall at a distorted geometry, with properties calculated with ωB97M-V/def2-TZVPD.

Summary:
**Total charge**: -1
**Strongest force on any atom**: 9.8 eV Å⁻¹
**HOMO-LUMO gap**: 3.2057 eV
**HOMO energy**: -0.1656 Ha

Last column: Mulliken charge in e.
Positions of all 94 atoms, in Å:
C 2.70267 -8.31647 -0.94253  -0.767
P 1.38607 -9.62416 -1.42934  0.012
F 0.86076 -8.56506 -2.72173  -0.494
C 0.09572 -8.97422 -0.18108  0.333
F 0.61004 -7.87472 0.70303  -0.304
F -0.19678 -10.12313 0.75491  -0.302
C -1.34354 -8.53359 -0.83019  0.622
F -2.32706 -8.51119 0.31661  -0.295
F -1.88490 -9.58488 -1.76707  -0.245
F -1.37282 -7.16812 -1.41612  -0.209
H 3.58200 -8.43179 -1.74182  0.357
H 3.19532 -8.51170 0.10941  0.272
H 2.32895 -7.19053 -1.07336  -0.126
H 0.45697 -10.68868 -1.80438  0.057
H 2.37410 -10.22595 -2.33346  0.064
H 1.90633 -10.47079 -0.36891  0.036
O 2.77376 -4.30781 0.23432  -0.641
P 2.12916 -3.08990 0.94029  1.066
O 1.42911 -2.52881 -0.45959  -0.287
C 0.56088 -3.38872 -1.18235  -0.308
C -0.75563 -3.58344 -0.45803  -0.762
O 3.52837 -2.18680 0.90992  -0.344
C 4.75385 -2.82157 1.24769  -0.369
C 5.55703 -3.09411 -0.01539  -1.103
O 1.40891 -1.72905 1.72912  -0.541
C 1.45454 -0.41920 1.17021  -0.142
C 0.06622 -0.00517 0.71648  -0.362
H 1.04072 -4.35198 -1.37778  0.236
H 0.37727 -2.92417 -2.15644  0.262
H -0.59854 -3.92572 0.56912  0.234
H -1.37733 -4.31453 -0.98294  0.382
H -1.30816 -2.64114 -0.40267  0.146
H 4.57530 -3.74480 1.81022  0.325
H 5.31482 -2.14852 1.90370  0.357
H 4.96146 -3.60319 -0.77377  0.279
H 6.43660 -3.70198 0.20689  0.366
H 5.88842 -2.14995 -0.46239  0.304
H 2.16745 -0.33197 0.34512  0.272
H 1.78872 0.25522 1.96526  0.387
H -0.24059 -0.56896 -0.16943  0.089
H 0.04249 1.05682 0.45802  -0.203
H -0.67836 -0.20340 1.49360  0.343
O -3.57659 1.25137 -1.27814  -0.691
P -4.20969 2.18674 -0.21913  1.464
O -5.66961 1.39167 -0.25149  -0.412
C -5.69586 -0.00143 0.02099  -0.382
C -5.43606 -0.28456 1.48663  -0.898
O -4.54687 3.39181 -1.31840  -0.464
C -3.55578 3.73269 -2.27775  0.001
C -3.93060 3.15171 -3.63301  -1.265
O -4.91708 3.23188 0.96417  -0.551
C -6.22595 3.77328 0.80953  -0.074
C -7.16560 3.14399 1.82235  -1.094
H -4.97837 -0.53507 -0.60890  0.357
H -6.69015 -0.36915 -0.25199  0.298
H -4.50667 0.18351 1.82429  0.217
H -5.37355 -1.36220 1.66353  0.402
H -6.24289 0.11777 2.10585  0.239
H -2.56604 3.38710 -1.95891  0.003
H -3.50941 4.82423 -2.34422  0.408
H -4.17104 2.09014 -3.56765  0.276
H -3.11837 3.28429 -4.35083  0.386
H -4.82586 3.64989 -4.02210  0.326
H -6.62064 3.65266 -0.20353  0.242
H -6.15199 4.84758 1.00709  0.397
H -7.37114 2.09960 1.56970  0.120
H -8.12180 3.67339 1.84660  0.395
H -6.72595 3.14849 2.82449  0.286
O 2.12749 3.74766 1.45755  -0.622
P 2.98638 4.60432 0.49543  1.105
O 2.90824 5.94872 1.47064  -0.352
C 3.35454 5.84567 2.81447  -0.390
C 4.86329 5.72858 2.89004  -0.907
O 1.71181 4.94718 -0.52055  -0.333
C 0.82268 3.89648 -0.87310  -0.319
C -0.47716 4.04018 -0.09558  -0.469
O 3.94606 5.56151 -0.57960  -0.497
C 3.58985 6.89693 -0.92594  -0.025
C 4.57428 7.86986 -0.30219  -1.083
H 2.87555 5.00248 3.32036  0.332
H 3.03133 6.75193 3.33657  0.290
H 5.23068 4.90551 2.27000  0.257
H 5.18356 5.56321 3.92281  0.388
H 5.33961 6.64348 2.52624  0.230
H 1.28292 2.91771 -0.69741  0.137
H 0.62064 3.96900 -1.94638  0.403
H -0.29992 4.16241 0.97337  0.358
H -1.11939 3.17017 -0.24787  -0.303
H -1.01679 4.93514 -0.42560  0.388
H 2.56595 7.15352 -0.63888  0.241
H 3.65329 6.97121 -2.01640  0.390
H 4.43922 7.92235 0.78216  0.123
H 4.43209 8.87700 -0.70296  0.392
H 5.60704 7.55422 -0.47943  0.283

Forces on the atoms, in the same order (eV/Å):
1.6 1.9 -0.6
3.1 -1.1 -0.9
-0.4 -0.4 0.8
-0.8 0.3 2.3
-2.1 -2.6 -2.0
0.1 3.2 -2.2
-2.3 0.1 1.2
2.3 0.2 -3.6
1.8 4.1 2.9
-0.1 -4.8 1.7
-1.8 0.2 1.6
-1.2 0.6 -1.9
0.9 -2.3 0.6
-0.3 0.8 0.1
-0.4 0.1 -0.1
-0.4 0.0 0.0
-2.2 -1.1 4.0
3.3 5.7 -7.1
-0.6 -0.3 0.4
-0.2 -0.4 -0.5
-0.2 0.2 -0.1
-0.2 -0.4 1.4
0.5 -0.3 -0.4
0.1 0.2 -0.1
-0.5 -3.5 2.1
-0.2 0.6 -0.5
-0.2 -0.3 -0.2
0.0 0.1 0.1
0.1 0.1 0.1
0.0 -0.2 0.0
0.1 0.0 0.1
0.0 -0.1 0.0
0.1 0.1 -0.2
-0.1 0.1 0.0
-0.1 -0.1 0.2
0.0 0.0 0.0
0.0 -0.1 0.1
-0.1 -0.2 0.2
0.1 -0.2 0.1
0.1 0.1 0.1
0.1 0.0 0.1
0.2 0.1 0.0
2.9 0.5 3.7
-7.9 1.4 -5.6
0.4 -0.4 0.7
-0.1 -0.5 -0.1
-0.2 -0.1 0.2
1.2 0.4 0.9
0.1 -0.2 -0.7
-0.2 0.1 -0.1
3.9 -1.4 1.0
-0.9 -0.1 -0.1
0.0 -0.4 0.1
0.0 0.1 0.0
0.1 0.2 0.0
0.1 -0.1 0.0
0.1 0.1 0.0
0.1 0.0 0.0
-0.2 0.0 -0.2
-0.1 -0.1 0.1
0.2 0.0 0.1
0.0 0.0 0.0
0.2 0.0 0.0
0.3 -0.1 0.2
0.3 -0.1 0.0
0.0 0.2 -0.1
0.1 0.1 0.0
0.0 0.2 -0.1
3.9 -2.3 -1.3
-6.6 7.3 0.2
0.8 -0.3 0.4
-0.1 0.0 0.5
0.2 0.2 0.0
1.0 -1.0 -0.6
-0.7 -0.3 0.2
-0.1 0.2 0.0
1.6 -4.0 0.8
-0.2 0.9 0.2
0.1 0.0 0.4
0.0 0.0 -0.2
0.0 0.0 -0.2
0.0 -0.1 0.1
0.0 0.0 -0.1
0.0 -0.1 0.0
-0.2 0.2 0.0
0.1 0.1 0.1
0.1 -0.2 0.0
0.0 0.0 0.0
0.0 -0.1 0.0
0.2 -0.3 0.0
0.0 -0.3 0.1
-0.1 0.0 -0.2
0.0 -0.1 -0.1
-0.1 0.1 -0.2


We obtain ΔE to the lowest compared entry with this formula, charge and spin values of 0.0; 94.0 kcal per mole for the records listed above, in that order.
We obtain calculated total energy values of -99021.930; -100626.803 eV for the records listed above, in that order.